(1)
# C6H12N4O2

A gas-phase ion, C6H12N4O2 (charge +2) (the ωB97M-V functional and the def2-TZVPD basis, the OMol25 dataset).

Cartesian coordinates (Å):
O (-2.064, -0.710, 0.461)
O (2.731, 0.206, -2.076)
N (0.176, -0.158, -3.222)
N (-0.326, -1.163, 1.890)
N (-0.570, -2.569, 1.933)
N (0.427, 0.519, -2.094)
C (1.707, 0.581, -1.397)
C (0.073, 1.614, -0.098)
C (1.473, 1.195, -0.231)
C (-1.019, -0.349, 1.129)
C (-0.839, 1.133, 1.067)
C (-0.532, 1.051, -1.353)
H (2.181, 1.314, 0.495)
H (-1.498, 1.230, -1.756)
H (0.108, 2.647, -0.298)
H (3.649, 0.068, -1.762)
H (-2.166, -1.744, 0.507)
H (-1.320, -2.705, 2.612)
H (0.836, 0.005, -3.968)
H (-0.716, -0.573, -3.248)
H (0.165, -3.237, 2.151)
H (-1.855, 1.454, 0.950)
H (0.551, -0.747, 2.208)
H (-0.429, 1.722, 1.945)

The calculation puts the LUMO energy at -7.85 eV. Its SMILES is N/[NH+]=C(\O)C[C@H]1C=C(O)[N+](N)=C1. Its charge is +2. Its orbital gap is 9.1 eV. The calculation puts the energy at -604.6096 hartree.

---

(2)
# C6H12N4O3

C6H12N4O3 in the gas phase (the ωB97M-V functional and the def2-TZVPD basis, the OMol25 dataset).

Cartesian coordinates (Å):
O (-1.638, 0.689, 2.411)
O (1.238, -2.475, -0.976)
O (2.170, 3.224, -1.171)
N (1.956, 0.988, -1.251)
N (0.560, 2.371, 0.036)
N (1.803, -1.256, -1.308)
N (-1.250, 1.518, 1.350)
C (-2.886, -0.020, 2.193)
C (1.569, 2.226, -0.831)
C (0.127, 1.306, 0.911)
C (1.313, -0.054, -0.802)
C (0.727, -3.107, -2.144)
C (0.115, 0.030, 0.129)
H (0.822, 1.222, 1.765)
H (1.273, -2.834, -3.057)
H (2.763, -1.233, -1.647)
H (-0.337, -2.859, -2.293)
H (-3.177, -0.667, 3.054)
H (-2.789, -0.629, 1.296)
H (0.839, -4.173, -2.063)
H (0.561, 3.320, 0.394)
H (-3.704, 0.713, 2.035)
H (-0.818, -0.026, -0.454)
H (-1.384, 2.524, 1.615)
H (0.150, -0.798, 0.808)

The calculation puts the LUMO energy at 0.66 eV. Its SMILES is CONC1=NC(=O)N[C@@H](NOC)C1. Its charge is 0. Its orbital gap is 9.9 eV. The calculation puts the energy at -680.4403 hartree.

---

(3)
# C6H12N4O3

2 unconnected molecules or ions with the total composition C6H12N4O3 (the ωB97M-V functional and the def2-TZVPD basis, the OMol25 dataset).

Cartesian coordinates (Å):
O (0.724, -0.730, 0.354)
O (0.485, 1.450, 1.033)
O (0.363, -1.565, 2.846)
N (0.440, 0.255, 1.281)
N (2.190, -0.930, 4.339)
N (0.181, 0.685, 3.492)
N (-3.402, 2.954, -9.578)
C (0.619, 0.716, 4.739)
C (0.329, -0.245, 2.515)
C (1.701, -2.231, 2.538)
C (1.422, -0.399, 5.162)
C (2.201, -2.373, 4.012)
C (-3.422, 1.802, -10.077)
H (0.993, -0.166, -0.360)
H (-2.723, 3.667, -9.726)
H (-4.362, 1.213, -10.073)
H (-0.334, 1.531, 3.209)
H (1.398, -3.125, 2.018)
H (1.078, -0.963, 6.039)
H (3.164, -2.909, 4.120)
H (2.348, -1.606, 1.918)
H (-2.645, 1.194, -10.567)
H (1.330, -2.913, 4.478)
H (0.199, 1.349, 5.497)
H (-4.277, 3.338, -9.210)

The calculation puts the LUMO energy (alpha / beta) at -7.20 / -7.20 eV. Its charge is +2. Its orbital gap (alpha / beta) is 6.8 / 6.8 eV. The calculation puts the energy at -679.7432 hartree.

---

(4)
# C6H12N4O4S

C6H12N4O4S in the gas phase (the ωB97M-V functional and the def2-TZVPD basis, the OMol25 dataset).

Cartesian coordinates (Å):
S (2.081, -1.201, 0.555)
O (-4.722, -1.583, -0.533)
O (-2.906, -2.734, 0.074)
O (1.530, -0.680, 1.799)
O (2.363, -2.570, 0.329)
N (1.208, -0.537, -0.720)
N (-1.451, -0.446, -0.452)
N (1.318, 1.857, -0.293)
N (-0.737, 0.618, -0.300)
C (-2.790, -0.267, -0.051)
C (0.553, 0.692, -0.471)
C (3.742, -0.260, 0.376)
C (4.471, -0.589, -0.691)
C (-3.576, -1.588, -0.132)
C (-2.789, 0.248, 1.441)
H (4.224, -1.334, -1.375)
H (-3.473, 0.451, -0.791)
H (1.396, 2.429, -1.206)
H (3.635, 0.485, 1.095)
H (-2.489, 1.272, 1.373)
H (-2.094, -0.403, 1.914)
H (-1.956, -2.557, 0.287)
H (2.263, 1.797, 0.045)
H (5.415, -0.108, -0.698)
H (-3.830, -0.010, 1.894)
H (0.588, -1.250, -1.296)
H (-1.103, 1.599, -0.248)

The calculation puts the LUMO energy (alpha / beta) at 0.22 / 0.22 eV. Its charge is 0. Its orbital gap (alpha / beta) is 8.2 / 8.2 eV. The calculation puts the energy at -1153.8382 hartree.